Record 1
Formula: C8H14
Source: the OMol25 dataset
Level of theory: ωB97M-V/def2-TZVPD

The calculation puts the HOMO energy at -9.8 eV. The total charge is 0. Its energy above the lowest of the compared OMol25 structures with the same formula, charge and spin is 123.6 kcal per mole. As for the energy: -313.0205 a.u.

Geometry (Å):
C -0.21 1.35 1.17
C -0.27 0.69 -0.25
C 0.96 0.76 -1.02
C 1.96 -0.07 -0.06
C 1.11 -1.27 0.54
C -0.18 -0.82 -0.13
C -1.73 -1.01 0.16
C -1.77 0.39 -0.56
H 0.14 2.63 1.21
H 0.73 0.58 1.70
H -1.20 1.14 1.65
H 0.92 0.22 -2.12
H 1.52 1.75 -1.45
H 2.82 -0.50 -0.58
H 2.32 0.68 0.84
H 1.44 -2.24 -0.09
H 1.22 -1.40 1.66
H -0.04 -1.25 -1.08
H -2.09 -1.05 1.28
H -2.15 -1.85 -0.41
H -2.19 0.25 -1.52
H -2.68 0.99 -0.19

These are the Löwdin partial charges, in e, on atoms 1 to 6: atom 1 (C): -0.03, atom 2 (C): -0.50, atom 3 (C): -0.18, atom 4 (C): -0.19, atom 5 (C): -0.16, atom 6 (C): -0.37

***

Record 2
Formula: C8H14
Source: the OMol25 dataset
Level of theory: ωB97M-V/def2-TZVPD

As for the SMILES: C=C(CC)/C(C)=C/C. The calculation puts the HOMO energy at -7.2 eV. The total charge is 0. Its energy above the lowest of the compared OMol25 structures with the same formula, charge and spin is 89.5 kcal per mole. As for the energy: -313.0748 a.u.

Geometry (Å):
C -1.21 -1.29 1.46
C -0.12 -0.64 1.03
C 0.46 0.57 1.74
C -0.35 1.90 1.59
C 0.32 -0.72 -0.36
C 0.08 -1.98 -1.23
C 0.82 0.39 -1.02
C 0.30 0.83 -2.36
H -1.70 -1.03 2.37
H -1.49 -2.25 1.01
H 1.56 0.62 1.59
H 0.65 0.32 2.81
H -1.35 1.47 1.52
H -0.15 2.61 2.42
H -0.06 2.52 0.77
H -0.87 -1.82 -1.77
H 0.14 -2.98 -0.81
H 0.84 -1.96 -2.02
H 1.87 0.66 -0.87
H -0.71 0.38 -2.44
H 0.04 1.88 -2.25
H 0.93 0.53 -3.18

These are the Löwdin partial charges, in e, on atoms 1 to 6: atom 1 (C): 0.06, atom 2 (C): -0.31, atom 3 (C): -0.24, atom 4 (C): -0.08, atom 5 (C): -0.25, atom 6 (C): -0.05

***

Record 3
Formula: C8H14B3Cl4F12N2Ni
Source: the OMol25 dataset
Level of theory: ωB97M-V/def2-TZVPD

As for the spin multiplicity: 3. The calculation puts the HOMO energy (spin up / spin down) at -8.8 / -8.8 eV. The total charge is -1. As for the energy: -5045.5937 a.u.

Geometry (Å):
Ni 1.15 -2.40 0.67
B 1.24 -3.98 -2.39
F 2.52 -3.81 -2.89
F 0.83 -5.30 -2.37
F 1.30 -3.51 -0.97
F 0.30 -3.17 -3.03
B -0.81 -0.58 0.24
F -0.40 -1.57 -0.68
F -0.17 -0.97 1.46
F -0.41 0.68 -0.22
F -2.19 -0.61 0.44
B 2.34 -2.80 2.71
F 2.49 -3.62 1.53
F 3.04 -3.34 3.76
F 2.77 -1.52 2.33
F 0.95 -2.69 2.97
C -0.30 3.66 0.10
C 0.98 3.15 0.54
N 1.98 2.72 0.90
H -0.98 3.74 0.94
H -0.72 3.09 -0.73
H -0.17 4.68 -0.27
C 3.12 1.06 -1.70
C 2.67 -0.14 -1.03
N 2.31 -1.05 -0.47
H 2.17 1.47 -2.09
H 3.81 0.97 -2.53
H 3.53 1.78 -1.00
Cl -3.63 0.75 5.74
C -3.44 0.74 3.98
C -2.00 0.85 3.56
Cl -1.26 2.39 4.06
H -4.01 1.57 3.56
H -3.87 -0.17 3.57
H -1.87 0.76 2.48
H -1.43 0.03 4.00
Cl -2.49 2.73 -3.03
C -1.60 1.20 -2.72
C -1.32 0.37 -3.97
Cl -0.54 1.31 -5.24
H -2.24 0.63 -2.05
H -0.68 1.44 -2.20
H -2.25 -0.07 -4.31
H -0.71 -0.47 -3.64

These are the Löwdin partial charges, in e, on atoms 1 to 6: atom 1 (Ni): 0.96, atom 2 (B): -1.18, atom 3 (F): 0.13, atom 4 (F): 0.13, atom 5 (F): 0.00, atom 6 (F): 0.11

***

Record 4
Formula: C8H14BBeNO3
Source: the OMol25 dataset
Level of theory: ωB97M-V/def2-TZVPD

The calculation puts the HOMO energy at -15.7 eV. The total charge is +2. As for the energy: -632.5088 a.u.

Geometry (Å):
C 2.97 -1.00 0.70
C 2.73 -0.22 -0.65
B 1.23 0.24 -0.85
O 0.84 0.67 -2.15
C 0.09 0.27 0.28
C 0.01 1.63 1.15
C -1.37 2.10 0.60
O -1.71 3.17 0.10
N -2.18 0.93 0.74
C -1.41 -0.06 -0.13
C -1.96 -1.48 0.22
C -1.94 -2.43 -1.04
O -2.62 -3.40 -1.01
H 3.89 -1.62 0.66
H 3.07 -0.24 1.51
H 2.13 -1.69 0.92
H 3.11 -0.83 -1.50
H 3.39 0.69 -0.63
H 1.38 1.46 -2.33
H 0.31 -0.48 1.08
H -0.03 1.28 2.20
H 0.80 2.37 0.90
H -2.12 0.65 1.73
H -1.71 0.30 -1.15
H -1.36 -1.96 1.02
H -3.03 -1.37 0.50
H -1.32 -2.20 -1.95
Be -3.19 3.20 -0.90

These are the Löwdin partial charges, in e, on atoms 1 to 6: atom 1 (C): -0.10, atom 2 (C): -0.13, atom 3 (B): -0.38, atom 4 (O): 0.10, atom 5 (C): -0.11, atom 6 (C): 0.05

***

Record 5
Formula: C8H14Br6O6
Source: the OMol25 dataset
Level of theory: ωB97M-V/def2-TZVPD

The calculation puts the HOMO energy at -10.3 eV. The total charge is 0. Its energy above the lowest of the compared OMol25 structures with the same formula, charge and spin is 12.4 kcal per mole. As for the energy: -16208.6886 a.u.

Geometry (Å):
C 1.41 -0.42 -3.55
O 0.33 -1.27 -3.30
C -0.56 -0.81 -2.44
O -0.59 0.26 -1.97
O -1.43 -1.79 -2.19
C -2.73 -1.36 -1.61
H 2.00 -0.14 -2.72
H 1.10 0.54 -4.05
H 1.95 -1.00 -4.39
H -3.12 -2.14 -0.91
H -3.44 -1.27 -2.45
H -2.61 -0.42 -1.07
C -4.88 1.87 0.75
O -3.67 1.14 1.19
C -3.86 0.09 1.98
O -4.90 -0.45 2.13
O -2.64 -0.43 2.30
C -1.47 0.19 1.95
H -5.12 1.61 -0.27
H -4.44 2.87 0.71
H -5.67 1.67 1.52
H -1.12 0.96 2.60
H -1.41 0.67 0.94
H -0.62 -0.46 2.03
C 6.59 -0.74 1.53
Br 6.66 -0.47 3.47
Br 7.80 -2.18 1.03
Br 6.78 0.76 0.41
H 5.51 -1.11 1.48
C 2.95 0.77 0.92
Br 1.76 1.90 -0.13
Br 2.02 -0.93 1.36
Br 3.65 1.52 2.51
H 3.77 0.55 0.26

These are the Löwdin partial charges, in e, on atoms 1 to 6: atom 1 (C): -0.07, atom 2 (O): 0.01, atom 3 (C): -0.67, atom 4 (O): 0.11, atom 5 (O): 0.00, atom 6 (C): 0.00

***

Record 6
Formula: C8H14Cl12
Source: the OMol25 dataset
Level of theory: ωB97M-V/def2-TZVPD

As for the SMILES: ClC(Cl)Cl.ClC(Cl)Cl.ClCCCl.ClCCCl.ClCCCl. The calculation puts the HOMO energy at -10.5 eV. The total charge is 0. Its energy above the lowest of the compared OMol25 structures with the same formula, charge and spin is 17.0 kcal per mole. As for the energy: -5835.5007 a.u.

Geometry (Å):
Cl -5.11 -0.52 1.07
C -3.72 -1.12 1.98
Cl -4.22 -1.97 3.48
Cl -2.59 0.19 2.22
H -3.25 -1.91 1.39
Cl 1.50 -1.14 -1.47
C -0.16 -0.46 -1.47
Cl -1.42 -1.56 -0.82
Cl -0.51 -0.09 -3.23
H -0.08 0.53 -1.02
Cl 2.35 -7.42 -1.33
C 3.09 -5.93 -1.94
C 2.34 -4.73 -1.29
Cl 2.42 -4.94 0.48
H 3.16 -5.91 -3.03
H 4.12 -6.00 -1.57
H 1.31 -4.67 -1.65
H 2.70 -3.72 -1.49
Cl 1.72 2.07 0.58
C 2.42 2.00 2.24
C 3.26 3.29 2.48
Cl 2.14 4.67 2.76
H 3.05 1.12 2.23
H 1.59 1.90 2.95
H 3.88 3.51 1.62
H 3.83 3.11 3.39
Cl -1.94 5.25 0.06
C -3.29 4.34 -0.68
C -2.82 3.15 -1.59
Cl -2.43 1.69 -0.65
H -3.89 4.96 -1.34
H -3.98 3.95 0.07
H -1.90 3.48 -2.07
H -3.56 2.89 -2.35

These are the Löwdin partial charges, in e, on atoms 1 to 6: atom 1 (Cl): 0.51, atom 2 (C): -1.55, atom 3 (Cl): 0.51, atom 4 (Cl): 0.51, atom 5 (H): -0.02, atom 6 (Cl): 0.51

***

Record 7
Formula: C8H14Cl2N5
Source: the OMol25 dataset
Level of theory: ωB97M-V/def2-TZVPD

As for the SMILES: C/C(Cl)=C(/Cl)Nc1nc[nH][n+]1CCCN. The calculation puts the HOMO energy at -12.5 eV. The total charge is +1. As for the energy: -1507.1477 a.u.

Geometry (Å):
C -1.53 2.21 -0.19
C -0.06 2.46 -0.23
Cl 0.55 3.19 -1.64
C 0.77 2.13 0.76
Cl 2.46 2.41 0.73
N 0.28 1.49 1.92
C 0.17 0.17 2.09
N -0.39 -0.37 3.19
C -0.32 -1.66 3.01
N 0.23 -1.97 1.84
N 0.57 -0.79 1.24
C 1.32 -0.81 -0.02
C 0.62 -1.57 -1.15
C -0.37 -0.73 -1.96
N -0.50 -1.27 -3.31
H -2.02 2.70 -1.02
H -1.95 2.57 0.75
H -1.73 1.14 -0.23
H 0.03 2.05 2.72
H -0.68 -2.39 3.72
H 0.42 -2.88 1.45
H 2.28 -1.27 0.19
H 1.49 0.21 -0.33
H 0.12 -2.47 -0.77
H 1.40 -1.88 -1.84
H -1.34 -0.70 -1.46
H 0.00 0.29 -2.01
H -0.45 -0.53 -4.00
H -1.38 -1.73 -3.45

These are the Löwdin partial charges, in e, on atoms 1 to 6: atom 1 (C): -0.07, atom 2 (C): -0.75, atom 3 (Cl): 0.76, atom 4 (C): -0.78, atom 5 (Cl): 0.75, atom 6 (N): 0.10

***

Record 8
Formula: C8H14ClN2OS
Source: the OMol25 dataset
Level of theory: ωB97M-V/def2-TZVPD

As for the SMILES: ClC/C(=N\[C@H]1CS1)[NH+]1CCOCC1. The calculation puts the HOMO energy at -12.3 eV. The total charge is +1. Its energy above the lowest of the compared OMol25 structures with the same formula, charge and spin is 5.1 kcal per mole. As for the energy: -1355.9940 a.u.

Geometry (Å):
Cl 0.71 -3.18 -0.01
C 1.65 -1.70 0.55
C 0.96 -0.53 -0.01
N 1.52 0.50 -0.43
C 2.74 1.15 -0.49
C 3.75 1.42 0.59
S 4.44 0.04 -0.45
N -0.55 -0.54 -0.19
C -0.87 0.57 -1.12
C -2.47 0.59 -1.34
O -3.07 0.91 -0.12
C -2.77 0.07 0.90
C -1.21 -0.23 1.08
H 1.62 -1.64 1.69
H 2.54 -1.74 0.04
H 2.84 1.83 -1.28
H 4.26 2.38 0.57
H 3.68 1.23 1.67
H -0.76 -1.55 -0.50
H -0.34 0.47 -2.00
H -0.46 1.48 -0.56
H -2.81 1.45 -2.01
H -2.83 -0.43 -1.68
H -3.23 -0.85 0.80
H -3.20 0.52 1.81
H -0.53 0.71 1.40
H -1.09 -1.02 1.73

These are the Löwdin partial charges, in e, on atoms 1 to 6: atom 1 (Cl): 0.64, atom 2 (C): -0.39, atom 3 (C): -0.35, atom 4 (N): 0.11, atom 5 (C): -0.41, atom 6 (C): -0.42

***

- Which formula does entry 1 have?
  C8H14

***

- The highest energy belongs to which entry?
  number 1